[1]
# C3H4BrF3O

One molecule with the formula C3H4BrF3O in a non-equilibrium geometry (ωB97M-V with the def2-TZVPD basis set, the Open Molecules 2025 dataset).

Results
- Energy above the lowest of the compared OMol25 structures with the same formula, charge and spin: 16.2 kcal/mol
- HOMO energy: -0.4092 Eh
- SMILES: C[C@@H](Br)OC(F)(F)F

```
! RIJCOSX wB97M-V def2-TZVPD def2/J DEFGRID3
* xyz 0 1
C 0.93 -1.01 -0.03
C 0.94 0.42 0.50
C -1.53 0.62 -0.31
O -0.45 1.24 0.05
F -1.91 -0.52 0.55
F -1.40 0.08 -1.55
F -2.56 1.45 -0.13
Br 2.27 1.45 -0.38
H 0.46 -1.33 -1.00
H 0.38 -1.62 0.67
H 1.99 -1.24 0.08
H 0.87 0.47 1.56
*
```

These are the Löwdin partial charges, in e, on atoms 1 to 6: -0.14, -0.59, -0.68, -0.04, 0.01, 0.13

***

[2]
# Cl2O20P5Y5

Cl2O20P5Y5 as an isolated structure in a non-equilibrium geometry (ωB97M-V with the def2-TZVPD basis set, the Open Molecules 2025 dataset).

Results
- HOMO energy: -0.0515 Eh

```
! RIJCOSX wB97M-V def2-TZVPD def2/J DEFGRID3
* xyz -2 1
Y 2.25 3.01 0.05
Y -0.36 -0.40 3.38
Y -2.19 -0.94 -1.47
Y 1.42 -0.12 -2.54
Y -1.75 2.90 0.33
P -3.11 0.19 1.06
O -2.58 0.92 -0.28
O -3.47 -1.13 0.28
O -4.37 0.60 1.73
O -1.90 0.18 2.00
P -1.08 -2.67 -3.21
O -1.38 -2.90 -1.69
O -2.53 -2.30 -3.65
O -0.11 -3.42 -3.97
O -0.36 -1.24 -3.01
P 1.65 -3.01 4.82
O 1.62 -4.43 4.26
O 0.92 -2.05 3.80
O 3.15 -2.72 4.65
O 1.14 -2.86 6.22
P 0.31 3.35 -2.59
O -0.89 3.42 -1.56
O 0.51 1.83 -2.89
O 1.64 3.80 -1.83
O 0.23 3.98 -3.89
P 0.63 0.51 0.33
O 0.28 2.11 0.58
O 1.84 0.82 -0.56
O -0.21 -0.11 -0.76
O 1.06 -0.17 1.60
Cl 3.73 1.41 -2.69
Cl 3.87 1.41 1.50
*
```

These are the Löwdin partial charges, in e, on atoms 1 to 6: 1.32, 1.62, 1.57, 1.48, 1.49, -0.01

***

[3]
# C20H28FN3O

One molecule with the formula C20H28FN3O (ωB97M-V with the def2-TZVPD basis set, the Open Molecules 2025 dataset).

Results
- HOMO energy: -0.2817 Eh
- SMILES: CC(C)=CC(=O)N1CCC[C@@H](N2CCN(c3ccc(F)cc3)CC2)C1

```
! RIJCOSX wB97M-V def2-TZVPD def2/J DEFGRID3
* xyz 0 1
C -6.76 0.83 -0.77
C -6.23 -0.02 0.34
C -4.93 -0.13 0.63
C -3.84 0.63 -0.03
O -3.89 1.84 -0.20
N -2.76 -0.09 -0.42
C -2.62 -1.52 -0.32
H -3.56 -1.97 -0.02
C -1.49 -1.87 0.65
C -0.19 -1.20 0.20
H 0.60 -1.42 0.92
C -0.40 0.32 0.08
N 0.73 1.12 -0.33
C 1.58 1.69 0.69
H 0.98 1.92 1.57
C 2.76 0.79 1.08
N 3.54 0.50 -0.11
C 4.90 0.24 0.00
C 5.71 1.09 0.77
C 7.07 0.90 0.85
C 7.65 -0.15 0.16
C 6.88 -1.00 -0.61
C 5.52 -0.81 -0.69
H 4.93 -1.50 -1.27
H 7.36 -1.81 -1.14
F 8.99 -0.34 0.24
H 7.69 1.56 1.44
H 5.27 1.93 1.29
C 2.75 -0.17 -1.11
C 1.53 0.71 -1.46
H 0.90 0.18 -2.18
H 1.90 1.62 -1.94
H 3.34 -0.28 -2.02
H 2.42 -1.16 -0.77
H 3.37 1.29 1.82
H 2.38 -0.14 1.52
H 1.98 2.63 0.29
C -1.57 0.58 -0.89
H -1.78 1.65 -0.95
H -1.33 0.21 -1.89
H -0.71 0.70 1.06
H 0.10 -1.61 -0.77
H -1.37 -2.95 0.70
H -1.76 -1.51 1.65
H -2.36 -1.91 -1.32
H -4.62 -0.76 1.45
C -7.27 -0.78 1.10
H -7.95 -0.09 1.59
H -6.82 -1.43 1.86
H -7.86 -1.40 0.42
H -7.58 1.44 -0.41
H -5.98 1.48 -1.17
H -7.14 0.19 -1.57
*
```

These are the Löwdin partial charges, in e, on atoms 1 to 6: -0.04, -0.32, 0.00, -0.45, 0.05, -0.06

***

[4]
# C3H5MgO3Tl

C3H5MgO3Tl as an isolated structure in a non-equilibrium geometry (ωB97M-V with the def2-TZVPD basis set, the Open Molecules 2025 dataset).

Results
- Energy above the lowest of the compared OMol25 structures with the same formula, charge and spin: 14.7 kcal/mol
- HOMO energy (spin up / spin down): -0.8285 / -0.8287 Eh

```
! RIJCOSX wB97M-V def2-TZVPD def2/J DEFGRID3
* xyz 3 2
H -1.95 2.48 0.16
O 1.47 0.20 -0.43
C 0.92 -0.85 0.31
C -0.59 -0.90 0.22
O -1.14 0.22 1.03
C -1.68 1.20 0.51
O -1.87 1.47 -0.70
Mg 2.38 1.65 0.36
Tl 1.95 -0.24 -2.64
H 1.20 -0.82 1.37
H 1.26 -1.83 -0.07
H -0.99 -1.80 0.69
H -0.97 -0.79 -0.81
*
```

These are the Löwdin partial charges, in e, on atoms 1 to 6: 0.36, -0.66, -0.29, -0.01, 0.14, -0.15

***

[5]
# C41H53BMnN7PS3

C41H53BMnN7PS3 as an isolated structure in a non-equilibrium geometry (ωB97M-V with the def2-TZVPD basis set, the Open Molecules 2025 dataset).

Results
- Energy above the lowest of the compared OMol25 structures with the same formula, charge and spin: 55.3 kcal/mol
- HOMO energy (spin up / spin down): -0.5855 / -0.5922 Eh

```
! RIJCOSX wB97M-V def2-TZVPD def2/J DEFGRID3
* xyz 3 5
Mn -0.16 -2.10 0.34
C 0.85 -0.68 5.32
C 1.25 0.03 4.08
C 2.20 1.04 4.07
C 2.60 1.65 2.86
N 2.04 1.29 1.72
N 1.13 0.35 1.71
B 0.41 -0.04 0.40
N -0.68 0.98 0.01
N -0.45 2.28 0.13
C -1.37 3.14 -0.25
C -2.66 2.70 -0.65
C -2.89 1.37 -0.85
C -4.18 0.82 -1.35
C -1.80 0.50 -0.56
S -1.87 -1.17 -0.92
C -1.05 4.61 -0.33
C -1.93 5.41 0.63
C -1.32 5.04 -1.78
C 0.42 4.88 0.02
N 1.38 -0.32 -0.73
N 1.39 0.53 -1.74
C 2.26 0.42 -2.71
C 3.22 -0.62 -2.69
C 3.26 -1.50 -1.63
C 4.23 -2.62 -1.53
C 2.27 -1.33 -0.63
S 2.10 -2.41 0.70
C 2.25 1.46 -3.80
C 3.64 2.12 -3.82
C 1.96 0.80 -5.16
C 1.19 2.52 -3.52
C 0.72 -0.31 2.82
S -0.44 -1.54 2.52
C 3.66 2.72 2.82
C 2.96 4.02 2.38
C 4.34 2.96 4.16
C 4.71 2.31 1.78
H 1.39 -0.30 6.18
H 1.05 -1.75 5.23
H -0.22 -0.57 5.50
H 2.65 1.35 5.00
H -3.45 3.42 -0.82
H -4.86 1.63 -1.60
H -4.65 0.19 -0.60
H -4.00 0.21 -2.23
H -2.99 5.30 0.41
H -1.69 6.47 0.54
H -1.77 5.10 1.66
H -2.37 4.98 -2.03
H -0.76 4.43 -2.48
H -1.02 6.08 -1.92
H 0.56 4.77 1.09
H 0.69 5.89 -0.26
H 1.06 4.18 -0.51
H 3.92 -0.72 -3.50
H 5.00 -2.52 -2.29
H 3.74 -3.58 -1.65
H 4.69 -2.63 -0.54
H 4.42 1.44 -4.12
H 3.89 2.52 -2.83
H 3.63 2.95 -4.52
H 2.70 0.04 -5.41
H 1.97 1.56 -5.93
H 0.97 0.34 -5.15
H 1.36 2.97 -2.54
H 0.19 2.09 -3.54
H 1.25 3.30 -4.27
H 2.19 4.30 3.09
H 2.52 3.88 1.40
H 3.70 4.81 2.33
H 3.65 3.34 4.91
H 5.12 3.71 4.02
H 4.83 2.06 4.53
H 4.26 2.15 0.81
H 5.21 1.39 2.09
H 5.46 3.09 1.71
C -1.07 -5.16 1.92
P -1.76 -3.90 0.80
C -3.32 -3.32 1.55
C -3.61 -2.00 1.84
C -4.86 -1.66 2.33
C -5.83 -2.63 2.52
C -5.55 -3.95 2.21
C -4.30 -4.30 1.72
C -2.41 -4.76 -0.66
C -3.31 -4.06 -1.47
C -3.78 -4.62 -2.63
C -3.38 -5.90 -3.00
C -2.53 -6.63 -2.17
C -2.03 -6.06 -1.01
H -0.11 -5.52 1.53
H -1.76 -5.99 2.03
H -0.90 -4.70 2.89
H -2.87 -1.22 1.70
H -5.09 -0.63 2.57
H -6.80 -2.37 2.90
H -6.30 -4.72 2.32
H -4.10 -5.33 1.47
H -3.64 -3.07 -1.17
H -4.45 -4.07 -3.27
H -3.75 -6.34 -3.91
H -2.25 -7.63 -2.44
H -1.36 -6.63 -0.38
N 0.43 -4.03 -1.96
C 0.16 -3.26 -1.12
H 0.59 -4.70 -2.67
*
```

These are the Löwdin partial charges, in e, on atoms 1 to 6: -0.01, -0.02, -0.20, 0.13, -0.15, 0.22

***

[6]
# C4H6N2O2

One molecule with the formula C4H6N2O2 in a non-equilibrium geometry (ωB97M-V with the def2-TZVPD basis set, the Open Molecules 2025 dataset).

Results
- Energy above the lowest of the compared OMol25 structures with the same formula, charge and spin: 137.0 kcal/mol
- HOMO energy: -0.3271 Eh
- SMILES: O[C@@H]1[C@H]2NC=NO[C@@H]12

```
! RIJCOSX wB97M-V def2-TZVPD def2/J DEFGRID3
* xyz 0 1
C -1.47 -0.17 0.51
C -0.40 0.63 -0.44
C 1.97 0.55 0.01
C -0.37 -0.83 -0.35
H -3.17 -0.59 -0.23
H -1.41 0.15 1.62
H -0.72 1.14 -1.34
H 1.10 2.17 -0.09
H 2.89 1.27 0.16
H -0.72 -1.37 -1.10
N 0.75 1.28 0.24
N 1.97 -0.63 -0.10
O -2.71 0.27 -0.03
O 0.78 -1.32 0.23
*
```

These are the Löwdin partial charges, in e, on atoms 1 to 6: -0.16, -0.16, -0.25, -0.24, 0.12, 0.17

***

[7]
# C12H24BrINO6P

A 3-piece molecular cluster, C12H24BrINO6P overall in a non-equilibrium geometry (ωB97M-V with the def2-TZVPD basis set, the Open Molecules 2025 dataset).

Results
- HOMO energy: -0.3229 Eh
- SMILES: [H]/N=C(\C)CP(I)[C@@H](Br)CC.COC(=O)OC.COC(=O)OC

```
! RIJCOSX wB97M-V def2-TZVPD def2/J DEFGRID3
* xyz 0 1
C -4.20 0.75 2.63
C -3.12 0.01 3.41
C -1.90 -0.44 2.58
Br -0.60 1.02 2.53
P -2.42 -0.96 0.86
I -3.92 -2.85 1.33
C -0.99 -1.65 -0.08
C -0.49 -3.00 0.33
C -0.05 -3.28 1.76
N -0.42 -3.90 -0.54
H -4.76 0.11 1.96
H -3.79 1.59 2.09
H -4.93 1.16 3.32
H -3.55 -0.91 3.80
H -2.80 0.66 4.20
H -1.45 -1.24 3.13
H -0.15 -0.96 -0.12
H -1.34 -1.77 -1.10
H 0.96 -3.66 1.73
H -0.02 -2.38 2.37
H -0.72 -4.02 2.19
H -0.06 -4.76 -0.12
C 0.56 1.95 -5.19
O -0.57 1.62 -4.37
C -0.54 2.14 -3.15
O 0.34 2.83 -2.69
O -1.63 1.76 -2.50
C -1.71 2.25 -1.16
H 0.41 1.47 -6.15
H 0.63 3.03 -5.33
H 1.48 1.57 -4.74
H -1.76 3.34 -1.15
H -0.87 1.89 -0.56
H -2.63 1.86 -0.72
C 5.51 -1.03 0.88
O 4.32 -0.87 0.10
C 3.92 0.40 -0.05
O 4.47 1.37 0.41
O 2.81 0.40 -0.78
C 2.26 1.70 -1.03
H 5.72 -2.09 0.92
H 6.34 -0.51 0.41
H 5.36 -0.65 1.89
H 2.96 2.32 -1.58
H 1.98 2.18 -0.09
H 1.37 1.57 -1.63
*
```

These are the Löwdin partial charges, in e, on atoms 1 to 6: -0.17, -0.39, -0.97, 0.67, 0.56, 0.49

***

[8]
# C8H20Si3

C8H20Si3 as an isolated structure in a non-equilibrium geometry (ωB97M-V with the def2-TZVPD basis set, the Open Molecules 2025 dataset).

Results
- Energy above the lowest of the compared OMol25 structures with the same formula, charge and spin: 31.8 kcal/mol
- HOMO energy: -0.2686 Eh

```
! RIJCOSX wB97M-V def2-TZVPD def2/J DEFGRID3
* xyz 0 1
C 0.54 -0.65 0.07
C -0.64 -0.44 -0.03
C 0.20 2.75 -1.66
C 0.55 2.32 1.25
C 3.19 -1.52 -1.30
C 3.02 -0.68 1.90
C -3.29 -1.60 -1.38
C -3.06 -0.81 1.67
Si 1.25 1.58 -0.38
Si 2.19 -1.44 0.33
Si -2.52 -0.46 -0.09
H -0.39 1.97 -2.20
H -0.54 3.44 -1.17
H 0.94 3.23 -2.29
H 0.70 1.68 2.24
H 1.07 3.29 1.38
H -0.49 2.65 1.22
H 3.85 -0.69 -1.39
H 3.93 -2.26 -1.00
H 2.62 -1.60 -2.30
H 2.17 -0.52 2.59
H 3.88 -1.14 2.29
H 3.33 0.38 1.63
H -4.28 -1.28 -1.53
H -2.77 -1.55 -2.32
H -3.45 -2.68 -1.13
H -3.27 0.11 2.21
H -3.96 -1.49 1.57
H -2.31 -1.40 2.19
H 2.24 -2.91 0.91
H -2.73 0.96 -0.61
*
```

These are the Löwdin partial charges, in e, on atoms 1 to 6: -0.40, -0.21, -0.29, -0.34, -0.24, -0.24